No. 1
Formula: C5H9NO3
Source: the Open Molecules 2025 dataset
Level of theory: ωB97M-V/def2-TZVPD

The geometry in XYZ format:
```
18
Properties=species:S:1:pos:R:3:forces:R:3
C 1.8983 -0.2979 -0.6653 -0.4 -0.8 0.6
C 0.8730 0.6712 -0.1632 0.4 2.6 -2.1
C -0.3520 -0.2822 1.2444 -1.8 -0.4 0.3
C -0.2923 0.3286 2.4431 0.4 -0.1 -0.7
O 1.0462 1.7902 0.2121 -0.8 -1.7 -0.4
H -0.1271 -1.3427 1.1835 0.1 -0.1 0.0
H 2.5818 -0.5385 0.1503 -0.1 0.0 0.0
H 1.4256 -1.1991 -1.0506 0.1 0.1 0.0
H 2.4587 0.1944 -1.4622 -0.2 0.1 0.1
H -0.5174 1.3874 2.5301 -0.2 -0.1 0.0
H 0.0671 -0.1603 3.3415 0.1 0.0 -0.1
N -0.5448 -0.4869 -2.2002 0.1 0.5 0.6
C -1.5760 0.1124 0.2120 0.5 -0.5 2.1
O -0.5169 0.5736 -1.2291 1.1 -0.2 0.4
O -2.3433 -0.8114 -0.0184 0.6 0.5 -0.6
H -1.3251 -1.0800 -1.8949 0.0 0.0 0.1
H -0.8684 -0.0069 -3.0380 0.1 0.0 0.1
H -1.8874 1.1481 0.4050 0.0 0.0 -0.3
```
Forces are in eV/Å.

- Relative energy (zero: lowest compared OMol25 entry of this formula, charge and spin): 149.8 kcal/mol
- Charge: 0
- Calculated total energy: -476.20541 a.u.
- HOMO energy: -9.19 eV

Löwdin population analysis, charges in e, atoms 1 to 5:
1 C 0.00
2 C -0.38
3 C -0.15
4 C 0.07
5 O 0.13



No. 2
Formula: C5H9NO3
Source: the Open Molecules 2025 dataset
Level of theory: ωB97M-V/def2-TZVPD

The geometry in XYZ format:
```
18
Properties=species:S:1:pos:R:3:forces:R:3
C -0.1431 0.6717 1.1915 0.4 0.0 0.7
C 0.5128 2.0116 1.3533 -0.4 0.0 0.1
C -0.6420 -0.8602 -0.6831 -0.1 1.0 -0.3
C 0.4527 -0.2373 0.1743 -0.4 -0.2 -0.5
N -0.1238 -1.6482 -1.7470 -0.1 -0.1 0.0
C 1.7450 -0.4526 -0.0086 -0.2 0.1 0.2
O -1.0853 0.3043 1.8724 0.2 0.3 -0.2
O -1.3495 0.3517 -1.1547 0.4 -0.6 0.1
O -1.4947 -1.6384 0.0634 -0.3 -0.2 0.3
H -1.6474 -1.1673 0.9165 0.1 -0.2 -0.5
H -2.2505 0.0982 -1.3952 0.1 -0.1 0.1
H 0.2512 -1.0599 -2.4792 -0.1 0.0 0.0
H -0.8446 -2.2576 -2.1143 0.0 0.0 0.0
H 1.5129 1.8770 1.7566 0.2 0.0 0.0
H 0.6014 2.4911 0.3825 0.0 0.1 -0.1
H -0.0657 2.6306 2.0311 0.0 0.0 0.1
H 2.0820 -1.1223 -0.7799 0.0 -0.2 -0.1
H 2.4886 0.0074 0.6205 0.1 0.1 0.1
```
Forces are in eV/Å.

- Relative energy (zero: lowest compared OMol25 entry of this formula, charge and spin): 35.8 kcal/mol
- Charge: 0
- SMILES string: C=C(C(C)=O)C(N)(O)O
- Calculated total energy: -476.38708 a.u.
- HOMO energy: -9.91 eV

Löwdin population analysis, charges in e, atoms 1 to 5:
1 C -0.39
2 C 0.01
3 C -0.63
4 C -0.16
5 N 0.12



Number 1: lowest unoccupied orbital energy -0.808 eV. Number 2: lowest unoccupied orbital energy 0.628 eV.